1.
Computed, not measured: a 3-piece molecular cluster, C24H46ClO8P3 overall at a distorted geometry, with ωB97M-V/def2-TZVPD.

Each line ends with the Löwdin charge.
Cartesian coordinates (Å):
C: -0.257 5.487 3.902  -0.064
C: 0.204 5.932 2.637  -0.397
P: 0.593 4.568 1.533  0.982
C: -0.948 4.186 0.517  -0.335
C: -1.493 2.832 1.068  -0.351
C: -0.660 1.661 0.545  -0.597
Cl: -0.919 1.394 -1.215  0.524
C: 1.995 5.049 0.353  -0.287
C: 3.162 4.124 0.712  -0.337
C: 4.066 4.530 1.686  -0.062
C: 5.105 3.672 2.045  -0.082
C: 5.183 2.432 1.420  -0.106
C: 4.293 2.035 0.431  -0.080
C: 3.253 2.890 0.069  -0.064
H: 0.495 5.183 4.638  0.049
H: -1.336 5.412 4.085  0.051
H: 0.346 6.994 2.379  0.055
H: -0.604 4.092 -0.525  0.054
H: -1.709 4.972 0.612  0.077
H: -1.307 2.871 2.158  0.085
H: -2.575 2.718 0.932  0.087
H: -0.990 0.759 1.081  0.069
H: 0.408 1.773 0.779  0.053
H: 1.618 4.825 -0.655  0.071
H: 2.269 6.106 0.477  0.080
H: 3.919 5.513 2.141  0.112
H: 5.823 3.983 2.802  0.103
H: 5.976 1.742 1.718  0.102
H: 4.365 1.077 -0.086  0.103
H: 2.497 2.661 -0.685  0.108
C: 6.132 -5.650 -4.831  -0.077
C: 4.714 -5.332 -4.397  -0.289
O: 4.665 -4.505 -3.239  -0.208
P: 4.866 -2.869 -3.347  0.590
O: 4.121 -2.546 -4.598  -0.234
O: 3.798 -2.359 -2.222  -0.212
C: 2.679 -1.548 -2.574  -0.292
C: 1.463 -2.403 -2.873  -0.072
O: 5.992 -2.817 -2.156  -0.185
C: 7.168 -3.616 -2.150  -0.279
C: 8.214 -3.115 -3.125  -0.076
H: 6.688 -4.737 -5.055  0.061
H: 6.128 -6.276 -5.725  0.081
H: 6.672 -6.187 -4.050  0.075
H: 4.157 -4.890 -5.224  0.107
H: 4.203 -6.260 -4.136  0.119
H: 2.921 -0.887 -3.406  0.104
H: 2.464 -0.907 -1.716  0.109
H: 1.677 -3.186 -3.601  0.072
H: 0.644 -1.789 -3.253  0.075
H: 1.124 -2.908 -1.967  0.077
H: 6.928 -4.666 -2.311  0.099
H: 7.571 -3.556 -1.137  0.126
H: 7.798 -3.001 -4.130  0.063
H: 9.063 -3.798 -3.166  0.084
H: 8.578 -2.132 -2.820  0.080
C: -5.179 1.161 0.483  -0.078
C: -4.781 -0.053 1.299  -0.286
O: -5.755 -0.405 2.275  -0.206
P: -7.097 -1.277 1.868  0.591
O: -6.545 -2.259 0.891  -0.233
O: -7.255 -2.224 3.188  -0.211
C: -7.154 -3.644 3.100  -0.292
C: -5.730 -4.104 3.335  -0.076
O: -8.130 -0.242 2.610  -0.183
C: -8.162 1.156 2.354  -0.279
C: -8.822 1.488 1.030  -0.076
H: -6.122 0.991 -0.041  0.063
H: -4.412 1.395 -0.258  0.071
H: -5.306 2.039 1.120  0.075
H: -4.556 -0.892 0.639  0.110
H: -3.861 0.170 1.846  0.114
H: -7.539 -4.004 2.146  0.103
H: -7.802 -4.057 3.876  0.115
H: -5.021 -3.577 2.696  0.071
H: -5.636 -5.176 3.152  0.077
H: -5.431 -3.903 4.366  0.076
H: -7.167 1.591 2.436  0.098
H: -8.748 1.599 3.161  0.126
H: -8.366 0.928 0.208  0.064
H: -8.747 2.555 0.819  0.084
H: -9.878 1.213 1.052  0.080

Calculated values
- LUMO (eV) = -0.81
- total charge = 0
- multiplicity = 1
- energy (eV) = -82400.5670

2.
Computed, not measured: C24H46GdN6O6 as an isolated structure at a distorted geometry, with ωB97M-V/def2-TZVPD.

Each line ends with the Mulliken spin population.
Cartesian coordinates (Å):
Gd: 2.656 -1.394 0.409  6.679
C: -4.026 -2.310 -0.827  0.001
C: -2.775 -1.790 -1.525  0.000
C: -3.021 -0.381 -2.049  0.000
C: -1.991 0.286 -2.960  0.000
C: -2.613 1.594 -3.441  0.000
C: -1.682 -0.619 -4.154  0.000
N: -0.752 0.604 -2.190  0.001
C: 0.129 1.580 -2.835  0.000
C: 1.547 1.636 -2.291  -0.003
N: 1.833 1.898 -0.865  0.006
C: 3.309 1.902 -0.780  0.010
C: 3.783 0.497 -0.531  -0.024
O: 4.209 0.177 0.619  0.022
O: 3.561 -0.401 -1.396  0.048
C: 1.243 3.149 -0.309  0.003
C: 1.938 3.620 0.969  0.000
C: -0.271 3.100 -0.087  -0.002
C: -0.993 2.214 0.943  0.000
C: -2.473 2.570 0.800  0.000
C: -0.556 2.405 2.389  0.000
N: -0.786 0.746 0.560  -0.011
C: -1.804 -0.205 1.123  -0.001
C: -1.588 -1.647 0.699  -0.001
N: -1.548 -1.903 -0.728  0.000
C: -0.678 -3.007 -1.020  0.010
C: 0.738 -2.552 -0.821  0.024
O: 0.911 -1.270 -0.841  0.080
O: 1.702 -3.309 -0.577  0.024
H: -4.854 -2.372 -1.534  0.000
H: -4.353 -1.647 -0.019  0.000
H: -3.878 -3.304 -0.403  0.000
H: -2.600 -2.426 -2.396  0.000
H: -3.241 0.302 -1.218  0.000
H: -3.950 -0.432 -2.628  0.000
H: -3.579 1.405 -3.913  0.000
H: -1.990 2.097 -4.180  0.000
H: -2.779 2.282 -2.607  0.000
H: -2.598 -0.973 -4.636  0.000
H: -1.111 -1.502 -3.850  0.000
H: -1.102 -0.097 -4.917  0.000
H: -0.233 -0.254 -2.003  0.000
H: -0.807 0.725 -0.466  0.002
H: -0.337 2.563 -2.818  0.000
H: 0.278 1.357 -3.901  0.000
H: 2.065 2.401 -2.893  0.001
H: 2.042 0.692 -2.530  0.001
H: 3.651 2.500 0.049  -0.004
H: 3.768 2.291 -1.697  -0.001
H: 1.362 3.947 -1.061  0.001
H: 2.181 2.787 1.636  0.000
H: 1.283 4.299 1.515  0.000
H: 2.857 4.166 0.768  0.000
H: -0.789 2.952 -1.027  0.000
H: -0.537 4.116 0.222  0.000
H: -2.573 3.644 0.954  0.000
H: -3.100 2.077 1.542  0.000
H: -2.853 2.338 -0.198  0.000
H: -0.577 3.471 2.620  0.000
H: 0.442 2.020 2.594  0.000
H: -1.259 1.915 3.068  0.000
H: 0.169 0.459 0.841  0.021
H: -2.782 0.152 0.820  0.000
H: -1.759 -0.140 2.209  0.000
H: -2.361 -2.235 1.214  0.000
H: -0.639 -1.981 1.139  0.002
H: -0.763 -3.276 -2.079  -0.001
H: -0.832 -3.921 -0.436  0.000
C: 2.393 -4.117 4.539  -0.001
C: 2.496 -3.198 3.367  0.007
N: 2.844 -3.563 2.187  0.012
O: 3.036 -4.944 2.099  0.001
C: 2.210 -1.722 3.408  -0.003
C: 2.823 -0.796 4.401  -0.001
N: 1.552 -1.354 2.381  0.018
O: 1.600 -0.058 1.954  0.078
H: 1.616 -4.862 4.363  0.000
H: 2.150 -3.566 5.445  0.000
H: 3.327 -4.658 4.689  0.000
H: 3.173 -5.104 1.151  0.000
H: 3.608 -1.294 4.969  0.000
H: 2.075 -0.418 5.101  0.000
H: 3.235 0.068 3.880  0.000

Calculated values
- LUMO (alpha / beta) (eV) = -2.13 / -5.87
- total charge = +1
- multiplicity = 8
- energy (eV) = -67689.6049
- expectation value of S² = 16.015

3.
Computed, not measured: C24H47F9Li2N2O8 as an isolated structure at a distorted geometry, with ωB97M-V/def2-TZVPD.

Each line ends with the Löwdin charge.
Cartesian coordinates (Å):
Li: -12.228 -6.208 -15.260  0.734
Li: -15.319 -5.871 -16.790  0.689
O: -13.541 -8.180 -16.882  -0.636
H: -13.519 -8.977 -17.447  -0.176
O: -14.051 -4.005 -15.185  -0.636
H: -14.670 -3.318 -14.870  -0.160
C: -8.646 -4.206 -12.305  -0.085
C: -9.831 -4.805 -13.077  -0.254
N: -9.495 -5.907 -13.998  -0.209
C: -9.070 -7.121 -13.221  -0.226
C: -9.290 -8.448 -14.051  -0.067
C: -8.557 -5.539 -15.087  -0.228
C: -9.118 -4.357 -15.966  -0.062
H: -8.092 -4.943 -11.724  0.065
H: -8.973 -3.531 -11.514  0.072
H: -7.979 -3.572 -12.889  0.071
H: -10.625 -5.113 -12.396  0.113
H: -10.226 -3.975 -13.662  0.097
H: -8.085 -6.977 -12.777  0.102
H: -9.684 -7.215 -12.325  0.106
H: -10.341 -8.474 -14.336  0.061
H: -8.619 -8.569 -14.902  0.061
H: -9.158 -9.309 -13.396  0.065
H: -8.528 -6.436 -15.706  0.099
H: -7.546 -5.290 -14.766  0.112
H: -9.102 -3.471 -15.331  0.061
H: -10.126 -4.552 -16.330  0.065
H: -8.475 -4.249 -16.839  0.073
C: -14.809 -5.351 -20.393  -0.065
C: -16.179 -4.771 -20.054  -0.262
N: -17.014 -5.579 -19.126  -0.206
C: -17.420 -6.895 -19.723  -0.214
C: -17.828 -7.931 -18.649  -0.071
C: -18.199 -4.760 -18.788  -0.283
C: -17.885 -3.723 -17.746  -0.075
H: -14.917 -6.266 -20.977  0.063
H: -14.350 -5.659 -19.454  0.067
H: -14.165 -4.592 -20.836  0.080
H: -15.981 -3.795 -19.610  0.099
H: -16.869 -4.491 -20.850  0.113
H: -18.256 -6.631 -20.370  0.113
H: -16.550 -7.285 -20.252  0.100
H: -18.706 -7.618 -18.085  0.062
H: -18.104 -8.881 -19.108  0.070
H: -17.032 -8.137 -17.934  0.064
H: -19.018 -5.371 -18.410  0.108
H: -18.639 -4.412 -19.724  0.112
H: -18.733 -3.043 -17.663  0.084
H: -16.940 -3.244 -18.002  0.063
H: -17.647 -4.190 -16.790  0.070
C: -14.919 -12.459 -19.995  -0.058
C: -15.707 -12.813 -21.253  -0.199
O: -15.961 -14.212 -21.369  0.022
C: -17.070 -14.750 -20.875  -0.336
O: -17.908 -14.101 -20.220  0.115
C: -17.128 -16.291 -21.067  -0.499
F: -18.313 -16.578 -21.690  0.141
F: -16.125 -16.703 -21.898  0.136
F: -16.990 -16.866 -19.888  0.196
H: -15.572 -12.717 -19.162  0.075
H: -14.602 -11.416 -19.980  0.082
H: -14.060 -13.087 -19.762  0.078
H: -15.045 -12.644 -22.103  0.123
H: -16.597 -12.188 -21.327  0.127
C: -13.496 -12.806 -12.518  -0.063
C: -13.915 -12.895 -14.000  -0.204
O: -14.329 -14.230 -14.305  -0.011
C: -15.618 -14.674 -13.997  -0.239
O: -16.390 -14.006 -13.243  0.100
C: -16.113 -15.999 -14.640  -0.563
F: -17.297 -15.811 -15.181  0.186
F: -15.361 -16.442 -15.635  0.174
F: -16.225 -16.962 -13.689  0.151
H: -13.148 -11.811 -12.241  0.075
H: -12.654 -13.485 -12.380  0.074
H: -14.312 -13.074 -11.845  0.073
H: -13.060 -12.729 -14.656  0.123
H: -14.647 -12.108 -14.178  0.125
C: -9.207 -9.922 -19.983  -0.052
C: -8.030 -10.880 -19.646  -0.178
O: -6.939 -10.601 -20.540  0.006
C: -6.016 -9.659 -20.246  -0.330
O: -6.153 -8.863 -19.314  0.124
C: -4.712 -9.660 -21.065  -0.578
F: -4.868 -10.517 -22.080  0.166
F: -4.412 -8.483 -21.494  0.226
F: -3.731 -10.091 -20.228  0.153
H: -9.793 -10.371 -20.784  0.071
H: -8.970 -8.902 -20.285  0.077
H: -9.802 -9.827 -19.074  0.076
H: -8.363 -11.908 -19.787  0.122
H: -7.723 -10.790 -18.603  0.118

Calculated values
- LUMO (eV) = 0.03
- total charge = 0
- energy relative to the best compared isomer or geometry (same formula, charge and spin) (kJ/mol) = 723.5
- multiplicity = 1
- energy (eV) = -69875.2440